1.
# C2H12N2O3

A 4-piece molecular cluster, C2H12N2O3 overall at a distorted geometry (ωB97M-V with the def2-TZVPD basis set, OMol25).

```
! wB97M-V def2-TZVPD RIJCOSX def2/J DEFGRID3
* xyz -1 2
C -2.06 2.73 1.32
N -1.46 1.41 1.10
C -0.71 1.38 -0.05
N -0.64 0.36 -0.80
H -3.07 2.69 1.82
H -1.41 3.34 1.88
H -2.24 3.25 0.31
H -1.75 0.42 1.44
H -0.26 2.44 -0.16
H -0.35 0.71 -1.71
H 2.11 -3.05 -1.52
H 2.94 -2.21 -0.58
O 2.72 -3.16 -0.84
H 2.86 -1.62 1.46
H 1.75 -2.57 1.76
O 2.02 -1.65 1.91
H -0.02 -0.86 -1.91
H -0.66 -1.98 -2.82
O 0.22 -1.65 -2.61
*
```

ΔE to the lowest compared entry with this formula, charge and spin in kJ/mol: 195.28
LUMO energy (alpha / beta) in hartree: 0.12890 / 0.13377
Energy in Ha: -418.52379
Frontier orbital gap (alpha / beta) in eV: 2.328 / 9.320
E_HOMO (alpha / beta) in eV: 1.18 / -5.68

For reference, the natural (NBO) charges in units of e are: number 1, C, carries -0.62; number 2, N, carries -0.67; number 3, C, carries -0.01; number 4, N, carries -0.83; number 5, H, carries 0.20; number 6, H, carries 0.18; number 7, H, carries 0.17; number 8, H, carries 0.40; number 9, H, carries 0.11; number 10, H, carries 0.32; number 11, H, carries 0.48; number 12, H, carries 0.43; number 13, O, carries -0.99; number 14, H, carries 0.43; number 15, H, carries 0.46; number 16, O, carries -0.98; number 17, H, carries 0.50; number 18, H, carries 0.45; number 19, O, carries -1.04

2.
# C14H21N2O2

A 2-piece molecular cluster, C14H21N2O2 overall at a distorted geometry (ωB97M-V with the def2-TZVPD basis set, OMol25).

```
! wB97M-V def2-TZVPD RIJCOSX def2/J DEFGRID3
* xyz 1 1
C 4.96 0.07 -0.51
C 3.88 -0.68 0.27
N 2.62 0.09 0.23
C 1.45 -0.50 -0.15
C 0.24 0.16 -0.20
C -0.89 -0.34 -0.81
C -2.13 0.36 -0.86
C -3.02 0.14 -1.93
C -4.17 0.89 -2.05
C -4.49 1.83 -1.09
C -3.65 2.03 -0.01
C -2.48 1.32 0.11
C 2.81 1.56 0.27
C 4.19 1.93 0.83
O 5.28 1.32 0.11
H 5.88 -0.52 -0.59
H 4.61 0.30 -1.52
H 3.72 -1.69 -0.11
H 4.17 -0.78 1.32
H 1.49 -1.53 -0.45
H 0.19 1.15 0.21
H -0.80 -1.27 -1.35
H -2.75 -0.57 -2.69
H -4.82 0.75 -2.90
H -5.39 2.41 -1.19
H -3.93 2.75 0.75
H -1.83 1.47 0.95
H 2.70 1.94 -0.75
H 2.01 2.02 0.87
H 4.36 3.02 0.79
H 4.29 1.62 1.87
C -3.09 -2.80 1.00
N -2.02 -2.16 1.75
O -0.80 -2.83 1.59
H -4.05 -2.31 1.18
H -2.88 -2.79 -0.07
H -3.17 -3.84 1.32
H -1.85 -1.22 1.37
H -0.62 -3.28 2.44
*
```

ΔE to the lowest compared entry with this formula, charge and spin in kJ/mol: 375.86
LUMO energy in hartree: -0.18151
Energy in Ha: -805.71634
Frontier orbital gap in eV: 6.803
E_HOMO in eV: -11.74

For reference, the natural (NBO) charges in units of e are: number 1, C, carries -0.09; number 2, C, carries -0.25; number 3, N, carries -0.29; number 4, C, carries 0.23; number 5, C, carries -0.36; number 6, C, carries 0.02; number 7, C, carries -0.08; number 8, C, carries -0.16; number 9, C, carries -0.21; number 10, C, carries -0.14; number 11, C, carries -0.20; number 12, C, carries -0.19; number 13, C, carries -0.27; number 14, C, carries -0.09; number 15, O, carries -0.51; number 16, H, carries 0.23; number 17, H, carries 0.18; number 18, H, carries 0.23; number 19, H, carries 0.23; number 20, H, carries 0.23; number 21, H, carries 0.23; number 22, H, carries 0.22; number 23, H, carries 0.22; number 24, H, carries 0.24; number 25, H, carries 0.23; number 26, H, carries 0.23; number 27, H, carries 0.22; number 28, H, carries 0.23; number 29, H, carries 0.23; number 30, H, carries 0.23; number 31, H, carries 0.19; number 32, C, carries -0.44; number 33, N, carries -0.33; number 34, O, carries -0.61; number 35, H, carries 0.22; number 36, H, carries 0.16; number 37, H, carries 0.21; number 38, H, carries 0.32; number 39, H, carries 0.48

3.
# C18H21BN3O3Pd

C18H21BN3O3Pd as an isolated structure (ωB97M-V with the def2-TZVPD basis set, OMol25).

```
! wB97M-V def2-TZVPD RIJCOSX def2/J DEFGRID3
* xyz -1 1
Pd 0.60 0.04 0.81
O 2.90 -1.94 -0.39
C 3.28 -1.87 0.97
C 2.24 -2.48 1.88
C 2.55 -3.47 2.80
C 1.55 -3.98 3.61
C 0.27 -3.49 3.47
C 0.03 -2.50 2.53
N 0.99 -1.99 1.76
H 2.06 -1.44 -0.46
H 3.44 -0.83 1.27
H 4.21 -2.43 1.07
H 3.57 -3.84 2.86
H 1.78 -4.75 4.34
H -0.55 -3.87 4.07
H -0.96 -2.10 2.35
N 2.32 1.34 1.18
C 1.36 1.86 0.61
N 1.03 3.09 0.09
C -0.11 3.19 -0.81
C 0.31 3.22 -2.29
C 1.66 2.51 -2.45
C 2.75 3.28 -1.68
C 2.18 3.86 -0.37
H -0.69 4.09 -0.56
H -0.74 2.33 -0.61
H 0.41 4.25 -2.65
H -0.46 2.74 -2.89
H 1.93 2.42 -3.50
H 1.57 1.50 -2.04
H 3.14 4.09 -2.30
H 3.58 2.61 -1.46
H 1.85 4.89 -0.52
H 2.93 3.85 0.41
O -1.95 -1.64 0.20
B -1.28 -0.35 0.08
O -2.25 0.49 -0.58
C -3.37 -0.23 -0.82
C -4.54 0.15 -1.43
C -5.55 -0.81 -1.56
C -5.37 -2.10 -1.08
C -4.17 -2.48 -0.46
C -3.18 -1.53 -0.35
H -4.67 1.16 -1.80
H -6.48 -0.54 -2.03
H -6.16 -2.83 -1.19
H -4.02 -3.49 -0.09
*
```

ΔE to the lowest compared entry with this formula, charge and spin in kJ/mol: 0.00
LUMO energy in hartree: 0.10805
Energy in Ha: -1241.33956
Frontier orbital gap in eV: 6.298
E_HOMO in eV: -3.36

For reference, the natural (NBO) charges in units of e are: number 1, Pd, carries 0.13; number 2, O, carries -0.72; number 3, C, carries -0.11; number 4, C, carries 0.22; number 5, C, carries -0.26; number 6, C, carries -0.17; number 7, C, carries -0.28; number 8, C, carries 0.07; number 9, N, carries -0.46; number 10, H, carries 0.49; number 11, H, carries 0.24; number 12, H, carries 0.16; number 13, H, carries 0.21; number 14, H, carries 0.20; number 15, H, carries 0.21; number 16, H, carries 0.23; number 17, N, carries -0.73; number 18, C, carries 0.25; number 19, N, carries -0.49; number 20, C, carries -0.22; number 21, C, carries -0.42; number 22, C, carries -0.41; number 23, C, carries -0.42; number 24, C, carries -0.21; number 25, H, carries 0.17; number 26, H, carries 0.26; number 27, H, carries 0.18; number 28, H, carries 0.21; number 29, H, carries 0.20; number 30, H, carries 0.23; number 31, H, carries 0.18; number 32, H, carries 0.22; number 33, H, carries 0.17; number 34, H, carries 0.22; number 35, O, carries -0.70; number 36, B, carries 0.58; number 37, O, carries -0.71; number 38, C, carries 0.30; number 39, C, carries -0.29; number 40, C, carries -0.24; number 41, C, carries -0.25; number 42, C, carries -0.26; number 43, C, carries 0.22; number 44, H, carries 0.21; number 45, H, carries 0.20; number 46, H, carries 0.20; number 47, H, carries 0.21

4.
# C23H25FN2O3

One molecule with the formula C23H25FN2O3 (ωB97M-V with the def2-TZVPD basis set, OMol25).

```
! wB97M-V def2-TZVPD RIJCOSX def2/J DEFGRID3
* xyz 0 1
C 4.35 0.17 -5.49
C 3.13 0.87 -4.96
C 2.69 2.06 -5.53
C 1.57 2.73 -5.06
C 1.13 4.03 -5.68
C 0.87 2.19 -3.99
C 1.28 1.00 -3.41
C 0.48 0.49 -2.24
O -0.13 1.26 -1.52
N 0.45 -0.86 -2.12
C 0.09 -1.68 -0.99
C 1.18 -2.27 -0.12
C 0.22 -1.30 0.48
C 0.77 0.01 1.01
C -0.34 0.96 1.47
N -1.25 0.28 2.39
C -1.01 0.39 3.72
O -0.13 1.09 4.19
C -1.89 -0.40 4.66
C -1.28 -1.15 5.66
C -2.04 -1.84 6.58
C -3.43 -1.78 6.53
C -4.06 -1.02 5.56
O -5.41 -0.89 5.45
C -3.27 -0.34 4.63
F -3.90 0.39 3.70
C -1.90 -0.87 1.78
C -0.84 -1.90 1.39
C 2.41 0.35 -3.89
H 4.81 -0.45 -4.72
H 4.09 -0.48 -6.33
H 5.10 0.88 -5.85
H 3.25 2.48 -6.37
H 0.05 4.05 -5.83
H 1.39 4.87 -5.03
H 1.61 4.20 -6.64
H 0.00 2.69 -3.59
H 0.95 -1.36 -2.84
H -0.75 -2.33 -1.20
H 1.12 -3.32 0.14
H 2.18 -1.90 -0.31
H 1.39 -0.23 1.88
H 1.40 0.51 0.27
H 0.09 1.82 1.98
H -0.92 1.30 0.61
H -0.20 -1.17 5.70
H -1.56 -2.43 7.35
H -4.03 -2.31 7.26
H -5.83 -1.38 6.16
H -2.62 -1.31 2.47
H -2.44 -0.52 0.90
H -1.31 -2.76 0.91
H -0.35 -2.26 2.30
H 2.78 -0.55 -3.41
*
```

ΔE to the lowest compared entry with this formula, charge and spin in kJ/mol: 31.80
LUMO energy in hartree: 0.02307
Energy in Ha: -1326.56064
Frontier orbital gap in eV: 9.431
E_HOMO in eV: -8.80
SMILES: Cc1cc(C)cc(C(=O)N[C@H]2CC23CCN(C(=O)c2cccc(O)c2F)CC3)c1

For reference, the natural (NBO) charges in units of e are: number 1, C, carries -0.63; number 2, C, carries -0.02; number 3, C, carries -0.20; number 4, C, carries 0.00; number 5, C, carries -0.63; number 6, C, carries -0.18; number 7, C, carries -0.14; number 8, C, carries 0.68; number 9, O, carries -0.63; number 10, N, carries -0.61; number 11, C, carries -0.05; number 12, C, carries -0.42; number 13, C, carries -0.04; number 14, C, carries -0.40; number 15, C, carries -0.23; number 16, N, carries -0.42; number 17, C, carries 0.67; number 18, O, carries -0.62; number 19, C, carries -0.20; number 20, C, carries -0.19; number 21, C, carries -0.20; number 22, C, carries -0.27; number 23, C, carries 0.22; number 24, O, carries -0.65; number 25, C, carries 0.40; number 26, F, carries -0.32; number 27, C, carries -0.21; number 28, C, carries -0.39; number 29, C, carries -0.17; number 30, H, carries 0.22; number 31, H, carries 0.22; number 32, H, carries 0.22; number 33, H, carries 0.20; number 34, H, carries 0.22; number 35, H, carries 0.22; number 36, H, carries 0.21; number 37, H, carries 0.23; number 38, H, carries 0.39; number 39, H, carries 0.20; number 40, H, carries 0.21; number 41, H, carries 0.22; number 42, H, carries 0.21; number 43, H, carries 0.23; number 44, H, carries 0.24; number 45, H, carries 0.23; number 46, H, carries 0.23; number 47, H, carries 0.22; number 48, H, carries 0.21; number 49, H, carries 0.48; number 50, H, carries 0.22; number 51, H, carries 0.21; number 52, H, carries 0.21; number 53, H, carries 0.21; number 54, H, carries 0.19

5.
# H26HeO13

H26HeO13 as an isolated structure at a distorted geometry (ωB97M-V with the def2-TZVPD basis set, OMol25).

```
! wB97M-V def2-TZVPD RIJCOSX def2/J DEFGRID3
* xyz 0 1
He 14.66 -4.71 -9.31
O 18.06 -3.98 -10.54
H 17.40 -3.46 -10.10
H 17.77 -4.04 -11.45
O 15.54 -6.58 -11.80
H 15.57 -7.16 -11.04
H 14.61 -6.39 -11.93
O 13.26 -6.44 -7.81
H 13.59 -7.22 -8.25
H 12.82 -5.94 -8.49
O 12.85 -5.71 -11.98
H 12.49 -6.25 -12.68
H 12.72 -4.81 -12.29
O 16.08 -2.41 -9.55
H 15.33 -2.55 -8.96
H 16.49 -1.61 -9.23
O 13.64 -2.25 -7.76
H 13.62 -1.82 -6.90
H 12.89 -1.89 -8.23
O 14.89 -1.30 -11.82
H 15.68 -1.02 -12.28
H 15.21 -1.71 -11.02
O 16.22 -3.98 -13.06
H 15.54 -4.34 -12.49
H 16.28 -3.06 -12.82
O 17.90 -4.49 -7.48
H 17.23 -4.58 -6.81
H 17.87 -5.32 -7.97
O 13.28 -4.39 -6.04
H 13.02 -5.15 -6.56
H 13.30 -3.67 -6.67
O 11.46 -5.53 -9.57
H 11.72 -5.72 -10.48
H 11.26 -4.59 -9.57
O 12.66 -3.18 -12.72
H 13.38 -2.82 -12.20
H 11.90 -2.65 -12.47
O 15.80 -4.84 -5.22
H 15.74 -5.74 -4.90
H 14.92 -4.65 -5.56
*
```

ΔE to the lowest compared entry with this formula, charge and spin in kJ/mol: 124.53
LUMO energy in hartree: -0.02520
Energy in Ha: -996.61883
Frontier orbital gap in eV: 9.408
E_HOMO in eV: -10.09

For reference, the natural (NBO) charges in units of e are: number 1, He, carries 0.00; number 2, O, carries -0.97; number 3, H, carries 0.48; number 4, H, carries 0.47; number 5, O, carries -0.96; number 6, H, carries 0.47; number 7, H, carries 0.48; number 8, O, carries -0.99; number 9, H, carries 0.48; number 10, H, carries 0.49; number 11, O, carries -0.99; number 12, H, carries 0.48; number 13, H, carries 0.50; number 14, O, carries -0.96; number 15, H, carries 0.51; number 16, H, carries 0.49; number 17, O, carries -0.95; number 18, H, carries 0.49; number 19, H, carries 0.49; number 20, O, carries -0.98; number 21, H, carries 0.48; number 22, H, carries 0.49; number 23, O, carries -0.93; number 24, H, carries 0.47; number 25, H, carries 0.46; number 26, O, carries -0.96; number 27, H, carries 0.49; number 28, H, carries 0.47; number 29, O, carries -0.98; number 30, H, carries 0.50; number 31, H, carries 0.47; number 32, O, carries -0.96; number 33, H, carries 0.50; number 34, H, carries 0.47; number 35, O, carries -0.95; number 36, H, carries 0.50; number 37, H, carries 0.48; number 38, O, carries -0.99; number 39, H, carries 0.47; number 40, H, carries 0.49

Q: ΔE to the lowest compared entry with this formula, charge and spin of number 1 (C2H12N2O3)?
A: 195.28 kJ/mol